17
Properties=species:S:1:pos:R:3:forces:R:3:lowdin_charge:R:1 method="wB97M-V/def2-TZVPD" largest_force_ev_per_a=4.12 spin_multiplicity=1 relative_energy_kj_mol=87.2 charge=-1 orbital_gap_ev=6.44
C -1.5478 -0.1335 -0.5435 -0.4 0.0 -0.8 -0.25
C 1.5819 0.1504 -0.6808 0.6 2.0 0.7 -0.70
C -0.4172 0.1015 1.7174 2.5 2.7 0.4 -0.62
C -0.6053 -0.7759 -1.4259 2.7 1.9 -0.6 -0.13
C 0.8655 -1.0812 -0.9725 -1.7 0.7 2.1 -0.24
C 0.4194 1.1648 1.1068 -0.6 -0.8 0.5 -0.61
N 1.3458 1.0892 0.1591 -0.2 -0.9 -1.3 0.00
N -2.4958 0.3182 -0.0895 -0.7 0.4 0.2 0.17
O -1.2008 0.5907 2.7109 -0.8 -4.0 0.1 0.04
O -0.2728 -1.0852 1.4939 -0.6 -0.4 0.7 0.01
Cl 2.7102 0.4806 -2.0929 0.2 0.5 0.5 0.47
Cl 0.1011 2.8566 1.7383 0.4 -0.4 -0.3 0.54
H -0.9502 -1.6879 -1.6565 -1.8 -3.5 -0.6 0.07
H -0.6224 -0.2718 -2.4179 0.2 0.2 0.8 0.14
H 1.4196 -1.5789 -1.6933 0.4 -1.2 -1.6 0.05
H 0.8433 -1.6443 -0.0242 -0.3 -0.1 -0.7 0.10
H -1.1744 1.5066 2.6704 0.0 2.9 -0.1 -0.05


73
Properties=species:S:1:pos:R:3:forces:R:3:lowdin_charge:R:1 method="wB97M-V/def2-TZVPD" largest_force_ev_per_a=1.82 spin_multiplicity=1 orbital_gap_ev=6.31
Ir -0.0333 -0.5323 -0.0229 -0.5 1.7 0.0 1.27
O 4.0037 -0.1048 0.3446 0.1 0.1 0.0 0.08
C 2.8278 -0.1434 0.0386 -0.1 -0.2 0.2 -0.46
N 1.7635 -0.5275 0.7826 0.4 -0.1 -0.2 -0.07
C 1.7753 -0.8011 2.1720 -0.2 0.0 -0.1 -0.19
C 2.8851 -0.7278 3.0016 0.1 0.0 -0.1 0.00
C 2.7516 -1.0147 4.3535 0.0 0.0 0.0 -0.09
C 1.5230 -1.3769 4.8785 0.0 0.0 0.0 -0.09
C 0.4021 -1.4533 4.0631 -0.2 0.0 -0.1 -0.02
C 0.5178 -1.1590 2.7100 0.2 0.0 0.0 -0.20
N -0.5357 -1.1663 1.7688 -0.3 -0.2 0.0 -0.07
C -1.8353 -1.4401 2.0097 0.3 -0.2 0.3 -0.48
O -2.3505 -1.8496 3.0372 -0.2 0.0 0.0 0.07
C -2.6684 -1.1055 0.7909 -0.4 -0.4 0.3 -0.18
C -4.1232 -1.1038 0.9089 0.0 -0.2 0.3 0.01
C -4.8822 -0.6895 -0.0963 0.0 0.2 -0.2 0.00
C -4.2528 -0.1227 -1.3231 0.1 0.2 0.0 -0.16
C -2.7117 -0.2647 -1.4124 -0.4 0.0 -0.9 -0.24
N -2.0301 -0.8134 -0.2746 0.0 -0.1 -0.3 -0.10
C 2.3965 0.2331 -1.3644 0.0 0.0 0.0 -0.17
C 3.3054 0.8007 -2.2332 0.1 0.0 0.0 0.02
C 2.9135 1.0880 -3.5296 0.0 0.0 0.0 -0.03
C 1.6312 0.7417 -3.9219 0.1 0.0 -0.1 -0.04
C 0.7788 0.1740 -2.9936 0.0 -0.3 -0.1 -0.14
N 1.1243 -0.0333 -1.7225 0.1 0.2 -0.1 -0.06
H 3.8371 -0.4464 2.5795 0.0 0.0 0.0 0.10
H 3.6191 -0.9599 4.9984 0.0 0.0 0.0 0.10
H 1.4330 -1.6030 5.9334 0.0 0.0 0.0 0.10
H -0.5604 -1.7424 4.4565 0.0 0.0 0.0 0.10
H -4.5257 -1.4481 1.8518 0.0 0.0 0.0 0.12
H -5.9629 -0.6669 -0.0113 0.0 -0.1 0.0 0.12
H -4.7451 -0.4595 -2.2351 0.0 0.0 0.0 0.15
H -2.3738 -0.7736 -2.3182 0.1 -0.2 0.1 0.15
H 4.3029 0.9936 -1.8631 0.0 0.0 0.0 0.13
H 3.6005 1.5464 -4.2283 0.0 0.0 0.0 0.11
H 1.2888 0.9034 -4.9346 0.0 0.0 0.0 0.11
H -0.2141 -0.1430 -3.2706 0.0 0.0 0.0 0.10
O 2.2006 3.1116 1.4436 0.1 0.1 0.0 0.12
C 1.1366 2.9676 0.8995 -0.1 -0.2 0.1 -0.52
O 0.3430 1.9169 1.0660 0.1 0.5 0.2 -0.21
C 0.5197 3.9118 -0.0653 0.0 0.0 -0.2 -0.13
C 1.0356 5.1637 -0.3530 0.0 0.0 0.0 0.00
C 0.3602 5.9719 -1.2518 0.0 0.0 0.0 -0.06
C -0.8246 5.5269 -1.8281 -0.1 0.0 0.0 -0.06
C -1.3343 4.2701 -1.5322 -0.1 0.1 0.2 -0.07
C -0.6481 3.4408 -0.6482 0.1 -0.1 -0.4 -0.21
P -1.1004 1.7633 -0.0395 0.2 -0.8 0.1 1.08
C -2.5440 1.2664 -1.5034 0.9 0.3 0.8 -0.29
C -2.0310 1.7724 -2.8023 -0.3 -0.3 -0.1 -0.13
C -2.8093 2.3484 -3.7186 -0.2 -0.2 -0.2 -0.09
C -4.2463 2.5444 -3.5000 0.1 0.1 -0.1 -0.08
C -4.8326 2.1658 -2.3668 0.0 -0.1 0.1 -0.04
C -4.0884 1.4315 -1.2974 -0.1 0.0 -0.1 -0.19
C -2.2460 2.1570 1.3276 0.0 -0.3 0.1 -0.27
C -3.2468 3.1125 1.1636 0.1 0.0 0.0 -0.10
C -4.1299 3.3847 2.1977 0.0 0.0 0.0 -0.07
C -4.0213 2.7073 3.4044 0.0 0.0 0.0 -0.07
C -2.9966 1.7916 3.5924 0.0 0.0 0.0 -0.05
C -2.1069 1.5233 2.5614 0.0 0.1 0.0 -0.06
H 1.9468 5.4833 0.1360 0.0 0.0 0.0 0.13
H 0.7426 6.9556 -1.4933 0.0 0.0 0.0 0.11
H -1.3648 6.1694 -2.5123 0.0 0.0 0.0 0.11
H -2.2668 3.9606 -1.9765 0.0 0.1 0.1 0.09
H -0.9719 1.7004 -2.9860 0.1 0.1 0.0 0.08
H -2.3697 2.7255 -4.6347 0.0 0.0 0.0 0.11
H -4.8249 3.0304 -4.2759 0.0 0.0 0.0 0.10
H -5.8929 2.3338 -2.2074 0.0 0.0 0.0 0.11
H -4.3671 1.8071 -0.3146 0.0 0.0 0.0 0.11
H -3.3231 3.6659 0.2350 0.0 0.0 0.0 0.10
H -4.9006 4.1329 2.0611 0.0 0.0 0.0 0.11
H -4.7250 2.9055 4.2030 0.0 0.0 0.0 0.10
H -2.8770 1.2888 4.5432 0.0 0.0 0.0 0.11
H -1.2802 0.8469 2.7237 0.0 0.1 0.0 0.09


9
Properties=species:S:1:pos:R:3:forces:R:3:lowdin_charge:R:1 method="wB97M-V/def2-TZVPD" largest_force_ev_per_a=1.61 spin_multiplicity=1 relative_energy_kj_mol=0.0 charge=-1 orbital_gap_ev=3.45
Rb 22.0342 -6.5459 6.0046 -1.5 0.4 -0.4 0.85
O 19.6053 -7.4859 4.8616 1.0 0.2 0.3 -0.51
C 18.6578 -6.5008 4.8643 -0.3 -0.5 -0.1 -0.55
C 19.0622 -5.0097 4.9288 0.2 1.1 -0.3 -0.57
O 19.9358 -4.5282 5.8641 0.7 -0.8 0.4 -0.50
H 17.9088 -6.6623 5.6873 0.1 0.1 0.0 0.07
H 18.0621 -6.5292 3.9067 -0.2 0.0 0.2 0.07
H 18.0703 -4.4741 5.0030 0.0 -0.2 -0.1 0.07
H 19.4191 -4.7326 3.8912 0.0 -0.3 0.0 0.07